{"formula": "C2H2CeFO2", "method": "the ωB97M-V functional and the def2-TZVPD basis", "charge": 1, "s2": 2.002, "gap_ev": [6.1, 6.6], "e_homo_ev": [-11.635, -12.212], "spin_multiplicity": 3, "elements": ["F", "C", "C", "H", "O", "O", "H", "Ce"], "xyz": [[0.27625, -1.95691, 0.87975], [0.08720, -0.80419, 0.24635], [0.39016, -0.57018, -1.02249], [0.98416, -1.28699, -1.58236], [-0.65456, 0.02166, 1.08565], [-1.09205, 1.18510, 0.38270], [-0.01727, 0.41792, -1.40019], [0.02611, 2.99359, 1.41059]], "atomic_forces_ev_per_a": [[0.19, 0.71, 0.10], [-0.91, -0.07, -0.44], [-0.34, 1.46, 0.26], [-0.34, 0.29, -0.01], [0.66, -0.18, 0.10], [0.82, 1.66, 0.74], [0.90, -1.65, 0.14], [-0.99, -2.21, -0.89]]}

{"formula": "C5H10O2", "method": "the ωB97M-V functional and the def2-TZVPD basis", "charge": 0, "smiles": "C[C@]1(O)C[C@@H](O)C1", "gap_ev": 10.0, "relative_energy_kj_mol": 461.3, "e_homo_ev": -9.340, "elements": ["C", "C", "C", "C", "C", "H", "H", "H", "H", "H", "H", "H", "H", "H", "H", "O", "O"], "xyz": [[2.02362, 0.03551, -0.09094], [0.48903, 0.36811, -0.04669], [-0.28678, -0.35675, -1.04914], [-1.39796, -0.57137, -0.09921], [-0.44780, -0.56078, 1.07489], [2.63589, 0.37560, 0.72549], [2.49574, 0.54164, -0.84142], [2.20072, -1.09778, -0.04723], [-0.66893, 2.02848, -0.06828], [-0.77651, 0.00263, -1.99503], [0.32620, -1.24049, -1.36572], [-2.06782, -1.40630, -0.13051], [-2.08961, 1.06349, 0.95616], [-0.78450, -0.13021, 2.00529], [0.11295, -1.67165, 1.08333], [0.29759, 1.78109, 0.12313], [-2.06183, 0.83878, -0.23412]], "atomic_forces_ev_per_a": [[-1.69, -2.05, 2.46], [1.81, 1.00, 3.42], [-1.22, -1.92, -4.10], [-0.59, 1.36, 0.51], [2.99, -1.22, -2.26], [-0.46, 0.42, 1.12], [0.93, 0.78, -2.85], [-0.39, 1.62, -0.70], [2.05, -1.08, 0.10], [1.27, 0.55, 0.60], [-0.87, 0.36, 0.45], [-0.97, 0.00, -0.48], [-0.43, -0.66, -5.60], [0.23, -0.14, 0.53], [-1.66, 3.02, 0.58], [-0.70, -0.32, -0.50], [-0.33, -1.72, 6.70]]}

{"formula": "C23H27N3O3", "method": "the ωB97M-V functional and the def2-TZVPD basis", "charge": 0, "smiles": "O=C(CCC(=O)N1C[C@@H]2C[C@H](C1)c1cccc(=O)n1C2)NCCc1ccccc1", "gap_ev": 8.7, "relative_energy_kj_mol": 61.0, "e_homo_ev": -8.271, "elements": ["O", "C", "N", "H", "C", "H", "H", "C", "C", "C", "C", "C", "C", "C", "H", "H", "H", "H", "H", "H", "H", "C", "H", "H", "C", "C", "O", "N", "C", "H", "C", "C", "C", "C", "C", "C", "C", "C", "O", "N", "C", "H", "H", "H", "H", "H", "H", "C", "H", "H", "H", "H", "H", "H", "H", "H"], "xyz": [[-3.00708, -1.40018, -2.03087], [-2.20895, -1.01486, -1.19974], [-2.23457, -1.39543, 0.09206], [-1.55751, -0.97882, 0.72038], [-3.35207, -2.09555, 0.67086], [-3.98690, -2.41464, -0.15942], [-2.99525, -2.97743, 1.21448], [-4.14257, -1.17839, 1.62014], [-4.58780, 0.04857, 0.87721], [-3.78517, 1.18161, 0.84680], [-4.15376, 2.28602, 0.09960], [-5.33191, 2.27091, -0.62597], [-6.13943, 1.14692, -0.59927], [-5.76723, 0.04254, 0.14501], [-6.39568, -0.83666, 0.15530], [-7.05903, 1.12856, -1.16579], [-5.61872, 3.13137, -1.21252], [-3.51716, 3.15902, 0.08053], [-2.86319, 1.19986, 1.41170], [-3.50104, -0.89822, 2.45869], [-5.00167, -1.72923, 2.00610], [-1.05584, -0.07792, -1.54341], [-1.23124, 0.29121, -2.55391], [-1.06307, 0.76811, -0.85399], [0.31438, -0.76232, -1.49090], [0.86760, -0.85575, -0.08138], [0.27380, -0.40102, 0.88541], [2.05383, -1.49132, 0.08105], [2.95002, -1.94190, -0.95675], [2.45333, -1.93306, -1.92461], [4.22155, -1.07675, -1.01305], [4.90282, -1.04222, 0.35235], [3.88202, -0.49729, 1.34427], [3.32494, 0.83915, 0.92642], [2.77849, 1.67585, 1.85641], [2.08386, 2.82499, 1.43756], [1.93793, 3.08487, 0.11473], [2.51874, 2.24007, -0.88552], [2.44559, 2.41099, -2.09354], [3.22964, 1.12905, -0.39420], [3.92013, 0.35912, -1.41739], [3.30291, 0.40551, -2.32009], [4.85897, 0.87799, -1.65053], [1.38797, 3.93839, -0.24762], [1.65009, 3.47946, 2.17873], [2.85407, 1.43418, 2.90339], [4.31171, -0.41625, 2.34545], [2.68322, -1.46818, 1.38420], [1.93962, -1.13550, 2.10958], [3.02251, -2.47653, 1.64148], [5.78602, -0.40166, 0.31649], [5.22055, -2.04158, 0.65572], [4.88892, -1.50802, -1.76490], [3.23856, -2.97630, -0.73014], [1.01036, -0.17006, -2.08979], [0.24269, -1.76133, -1.92682]], "atomic_forces_ev_per_a": [[-0.23, -0.04, -0.31], [0.41, 0.29, -0.11], [0.04, -0.20, 0.56], [0.01, 0.02, -0.20], [-0.15, -0.18, 0.06], [0.06, -0.05, 0.14], [-0.10, 0.02, -0.08], [0.11, -0.09, -0.30], [-0.04, -0.02, 0.20], [-0.05, 0.01, 0.03], [0.07, 0.10, -0.03], [-0.04, 0.09, -0.07], [-0.09, 0.01, -0.07], [0.03, 0.02, 0.04], [-0.07, -0.11, 0.00], [-0.07, 0.00, -0.04], [-0.03, 0.06, -0.04], [0.04, 0.07, 0.00], [0.09, -0.01, 0.07], [-0.05, -0.01, 0.07], [0.02, 0.00, 0.08], [-0.02, -0.05, -0.10], [-0.04, -0.05, 0.09], [0.01, 0.03, -0.04], [-0.28, 0.25, 0.08], [-0.10, -0.24, -0.23], [-0.14, 0.28, 0.14], [0.14, -0.26, 0.28], [0.26, 0.00, -0.37], [0.00, -0.04, 0.04], [-0.09, 0.07, 0.13], [0.00, 0.03, -0.04], [-0.01, -0.26, -0.04], [-0.02, 0.24, 0.92], [0.29, -0.21, -0.11], [-0.02, -0.02, -0.31], [-0.14, 0.20, 0.22], [0.01, -0.03, 0.08], [-0.06, 0.16, -0.32], [-0.15, 0.16, -0.08], [0.22, -0.32, -0.62], [0.16, -0.01, 0.16], [-0.12, -0.05, -0.06], [-0.02, 0.07, -0.04], [-0.07, 0.10, 0.03], [0.03, -0.12, 0.09], [-0.07, 0.06, -0.07], [-0.10, 0.15, 0.40], [0.15, -0.11, -0.08], [0.02, 0.01, 0.00], [0.06, -0.03, -0.02], [0.03, -0.01, 0.05], [-0.05, 0.07, 0.02], [-0.04, 0.04, -0.08], [0.07, -0.09, -0.05], [0.13, 0.01, -0.05]]}

| no. | E (Ha) |
| --- | --- |
| 1 | -802.4126 |
| 2 | -346.8497 |
| 3 | -1282.7081 |